(1)
Density functional theory data (ωB97M-V/def2-TZVPD) for a gas-phase ion, C4H10NOS (charge +1) in a non-equilibrium geometry.

Geometry as XYZ:
```
17
Properties=species:S:1:pos:R:3:lowdin_charge:R:1
C -1.756 -0.234 -0.196 -0.323
C -1.067 -1.206 0.588 -0.406
C 1.154 -0.033 0.170 -0.699
C 2.336 0.343 -0.704 -0.010
N -0.902 0.913 -0.441 0.035
O 1.082 0.584 1.299 0.092
S 0.585 -1.548 -0.119 1.158
H -1.982 -0.587 -1.253 0.165
H -2.606 -0.004 0.349 0.114
H -1.008 -0.768 1.703 0.147
H -1.554 -2.155 0.607 0.090
H 3.058 0.992 -0.107 0.146
H 1.979 1.004 -1.411 0.073
H 2.664 -0.511 -1.200 0.061
H -1.202 1.269 -1.343 0.122
H -1.038 1.604 0.259 0.100
H 0.255 0.336 1.799 0.133
```

As for the electronic energy: -686.28301 Ha. The energy above the lowest of the compared OMol25 structures with the same formula, charge and spin is 231.0 kJ/mol. Its HOMO energy is -14.74 eV. Its spin multiplicity is 1. Its net charge is +1.



(2)
Density functional theory data (ωB97M-V/def2-TZVPD) for a molecular structure, C3H3CrO3 in a non-equilibrium geometry.

Geometry as XYZ:
```
10
Properties=species:S:1:pos:R:3:lowdin_spin:R:1
O 0.677 0.080 0.571 0.024
O -1.573 -0.206 -0.999 0.010
C -0.421 0.021 -1.651 0.073
C 0.745 0.532 -0.856 0.025
O -0.001 -1.164 4.060 0.011
C -0.279 -0.994 2.980 0.024
Cr -1.086 -0.446 0.799 3.832
H -0.489 0.298 -2.715 0.002
H 0.734 1.650 -0.845 0.000
H 1.693 0.230 -1.343 -0.001
```

As for the electronic energy: -1385.98610 Ha. The energy above the lowest of the compared OMol25 structures with the same formula, charge and spin is 0.0 kJ/mol. Its HOMO energy (spin up / spin down) is -14.04 / -15.11 eV. Its spin multiplicity is 5. Its net charge is +1.



(3)
Density functional theory data (ωB97M-V/def2-TZVPD) for a molecular structure, C32H37N5O5RuSSi.

Geometry as XYZ:
```
82
Properties=species:S:1:pos:R:3:lowdin_spin:R:1
Ru -1.147 -0.252 0.212 0.948
N 0.899 0.110 0.379 0.001
C 1.541 1.090 1.219 0.003
C 2.895 1.302 0.974 0.000
C 3.607 2.253 1.675 0.000
C 2.936 3.018 2.619 0.000
C 1.594 2.799 2.859 0.000
C 0.849 1.804 2.200 -0.001
C -0.600 1.653 2.530 0.001
C -1.031 2.141 3.774 0.000
C -2.367 2.266 4.090 -0.002
C -3.312 1.943 3.124 0.001
C -2.904 1.396 1.922 0.006
C -1.552 1.148 1.617 0.007
H 1.153 0.328 -0.584 0.001
H 1.331 -0.826 0.490 0.000
H 3.376 0.695 0.214 0.000
H 4.659 2.410 1.472 0.000
H 3.454 3.801 3.158 0.000
H 1.090 3.444 3.562 0.000
H -0.299 2.421 4.520 0.000
H -2.666 2.628 5.066 0.000
H -4.369 2.085 3.318 0.000
H -3.663 1.113 1.202 0.000
C 5.535 -2.417 -2.353 0.000
C 4.604 -1.254 -2.031 0.000
N 3.278 -1.379 -2.618 0.000
C 3.076 -0.834 -3.959 0.000
C 3.172 -1.888 -5.056 0.000
C 2.262 -2.022 -1.976 0.000
S 2.561 -2.809 -0.481 0.000
N 1.126 -2.087 -2.695 0.000
C -0.094 -2.167 -2.188 0.003
O -0.425 -1.842 -1.021 0.034
C -1.156 -2.640 -3.122 0.002
C -2.462 -2.769 -2.662 0.000
C -3.462 -3.199 -3.520 0.000
C -3.162 -3.501 -4.841 0.000
C -1.858 -3.370 -5.304 0.000
C -0.859 -2.940 -4.448 0.000
H 6.485 -2.291 -1.829 0.000
H 5.744 -2.479 -3.421 0.000
H 5.082 -3.351 -2.025 0.000
H 5.030 -0.316 -2.395 0.000
H 4.487 -1.178 -0.952 0.000
H 3.834 -0.063 -4.110 0.000
H 2.104 -0.350 -4.000 0.000
H 4.148 -2.373 -5.059 0.000
H 3.016 -1.428 -6.034 0.000
H 2.409 -2.650 -4.902 0.000
H -2.685 -2.511 -1.637 0.000
H -4.478 -3.286 -3.155 0.000
H -3.944 -3.833 -5.513 0.000
H -1.622 -3.600 -6.336 0.000
H 0.160 -2.820 -4.794 0.000
O -5.192 -3.599 3.000 0.000
C -4.023 -3.885 3.538 0.000
O -3.903 -4.675 4.448 0.000
C -2.825 -3.189 2.986 0.000
C -1.560 -3.400 3.486 -0.001
N -0.721 -2.629 2.775 0.000
N -1.357 -1.920 1.846 0.002
C -2.635 -2.243 1.946 -0.001
C -3.602 -1.630 0.970 0.006
O -4.799 -1.932 1.062 0.013
O -3.129 -0.855 0.076 0.016
H -5.097 -2.933 2.244 0.000
H -1.232 -4.046 4.281 0.000
H 0.275 -2.535 2.871 0.000
C -1.543 3.184 -0.899 -0.004
Si -1.410 1.373 -1.443 -0.025
C -2.949 1.014 -2.479 -0.005
C 0.040 1.385 -2.686 -0.005
H -1.697 3.831 -1.769 -0.001
H -0.624 3.506 -0.399 0.000
H -2.365 3.344 -0.200 0.000
H -3.067 1.766 -3.267 -0.001
H -3.848 1.010 -1.861 0.000
H -2.878 0.032 -2.952 0.000
H -0.136 2.145 -3.454 -0.001
H 0.147 0.415 -3.185 0.000
H 1.000 1.627 -2.212 0.000
```

As for the electronic energy: -2674.37266 Ha. The energy above the lowest of the compared OMol25 structures with the same formula, charge and spin is 1.8 kJ/mol. Its HOMO energy (spin up / spin down) is -5.24 / -4.96 eV. Its spin multiplicity is 2. Its net charge is -1.



(4)
Density functional theory data (ωB97M-V/def2-TZVPD) for a single C6H10O molecule in a non-equilibrium geometry.

Geometry as XYZ:
```
17
Properties=species:S:1:pos:R:3:lowdin_charge:R:1
C 1.670 1.516 -0.057 -0.048
C 0.633 1.068 0.674 -0.208
C -0.790 1.146 0.197 -0.180
C -1.653 -0.091 0.050 -0.099
C -1.272 -1.342 -0.191 -0.090
C 0.139 -1.864 -0.303 -0.250
O 1.148 -1.006 0.154 -0.125
H 2.670 1.575 0.360 0.066
H 1.497 1.980 -1.023 0.067
H 0.772 0.705 1.691 0.123
H -0.795 1.670 -0.767 0.117
H -1.283 1.819 0.908 0.116
H -2.725 0.119 0.078 0.099
H -2.049 -2.100 -0.329 0.103
H 0.202 -2.777 0.310 0.120
H 0.325 -2.169 -1.339 0.118
H 1.511 -0.251 -0.412 0.073
```

As for the SMILES: C=CC/C=C\CO. As for the electronic energy: -309.76212 Ha. The energy above the lowest of the compared OMol25 structures with the same formula, charge and spin is 210.7 kJ/mol. Its HOMO energy is -8.87 eV. Its spin multiplicity is 1. Its net charge is 0.



(5)
Density functional theory data (ωB97M-V/def2-TZVPD) for 2 unconnected molecules or ions with the total composition C3H3BrS in a non-equilibrium geometry.

Geometry as XYZ:
```
8
Properties=species:S:1:pos:R:3:lowdin_charge:R:1
C -0.211 -0.130 -0.124 -0.161
C 0.971 -0.141 -0.671 -0.106
C 0.976 0.149 0.809 -0.178
S -2.746 -0.643 0.344 0.065
Br -3.176 0.420 -1.429 0.087
H 1.576 -0.220 -1.651 0.126
H 1.429 -0.594 1.568 0.103
H 1.180 1.158 1.155 0.064
```

As for the electronic energy: -3088.08817 Ha. The energy above the lowest of the compared OMol25 structures with the same formula, charge and spin is 421.8 kJ/mol. Its HOMO energy is -9.08 eV. Its spin multiplicity is 1. Its net charge is 0.



(6)
Density functional theory data (ωB97M-V/def2-TZVPD) for a molecular structure, C34H42Cl5N5OPbSbSeSi3 in a non-equilibrium geometry.

Geometry as XYZ:
```
93
Properties=species:S:1:pos:R:3:lowdin_charge:R:1
Pb -1.718 0.225 0.387 1.242
Cl -3.321 -1.995 1.973 0.655
C -4.358 -0.594 1.920 -0.720
C -3.841 0.574 1.360 -0.358
C -4.685 1.675 1.384 -0.697
Cl -4.115 3.182 0.765 0.730
C -5.985 1.621 1.893 -0.705
Cl -6.987 3.015 1.891 0.705
C -6.472 0.419 2.402 -0.703
Cl -8.076 0.318 2.993 0.716
C -5.645 -0.704 2.432 -0.709
Cl -6.227 -2.186 3.079 0.703
N -3.114 -1.222 -1.373 0.018
C -2.925 -0.706 -2.680 -0.261
C -3.007 -1.486 -3.803 -0.016
C -2.852 -0.928 -5.084 -0.054
C -2.674 0.417 -5.232 -0.027
C -2.571 1.250 -4.097 -0.157
C -2.373 2.645 -4.195 0.021
C -2.231 3.380 -3.054 -0.031
C -2.202 2.714 -1.821 -0.196
N -2.375 1.419 -1.681 -0.002
C -2.628 0.676 -2.802 -0.169
H -3.133 -2.234 -1.356 0.102
H -3.975 -0.860 -0.968 0.089
H -3.206 -2.547 -3.707 0.123
H -2.900 -1.574 -5.949 0.116
H -2.589 0.862 -6.214 0.123
H -2.340 3.112 -5.171 0.131
H -2.098 4.452 -3.079 0.120
H -2.035 3.268 -0.913 0.045
O 0.805 -1.029 2.427 -0.185
C -0.006 -0.726 3.479 -0.293
C -0.397 -1.721 4.377 -0.043
C -1.136 -1.441 5.509 -0.051
C -1.523 -0.137 5.773 -0.065
C -1.177 0.851 4.874 -0.020
C -0.428 0.588 3.717 -0.091
C -0.199 1.789 2.884 -0.297
N -0.757 2.073 1.716 -0.028
C -0.597 3.422 1.521 -0.154
C 0.083 3.957 2.567 -0.061
N 0.325 2.916 3.418 0.134
H -0.093 -2.742 4.193 0.090
H -1.393 -2.242 6.189 0.117
H -2.083 0.107 6.665 0.111
H -1.509 1.867 5.051 0.123
H -0.966 3.939 0.657 0.085
H 0.423 4.960 2.747 0.125
H 0.826 2.971 4.288 0.173
C 2.981 -2.197 -3.354 -0.221
Si 1.582 -1.101 -2.701 0.339
C 0.210 -2.287 -2.122 -0.231
C 0.954 -0.052 -4.145 -0.229
Sb 2.069 0.412 -0.597 0.846
Si 4.680 0.746 -1.145 0.379
C 5.624 -0.887 -1.334 -0.207
C 5.348 1.639 0.380 -0.228
C 4.831 1.752 -2.739 -0.226
Si 1.706 -2.459 2.356 0.463
C 2.917 -2.238 0.939 -0.215
C 0.604 -3.941 1.946 -0.136
C 2.690 -2.679 3.949 -0.141
H 2.573 -2.895 -4.089 0.039
H 3.434 -2.792 -2.560 0.018
H 3.767 -1.623 -3.844 0.027
H -0.437 -2.569 -2.955 0.024
H -0.415 -1.842 -1.347 -0.042
H 0.641 -3.202 -1.711 0.026
H 0.695 -0.675 -5.002 0.040
H 1.708 0.669 -4.468 0.022
H 0.063 0.509 -3.858 -0.004
H 5.788 -1.360 -0.365 0.025
H 6.603 -0.701 -1.778 0.039
H 5.108 -1.602 -1.971 -0.012
H 5.329 0.978 1.249 0.025
H 4.748 2.519 0.611 -0.010
H 6.380 1.963 0.230 0.036
H 4.457 1.193 -3.598 0.023
H 5.873 2.012 -2.932 0.037
H 4.266 2.681 -2.671 -0.006
H 2.406 -2.226 -0.026 -0.030
H 3.605 -3.087 0.928 0.058
H 3.517 -1.332 1.045 -0.007
H 0.759 -4.256 0.913 0.026
H -0.461 -3.742 2.071 0.021
H 0.857 -4.796 2.576 0.042
H 3.680 -3.087 3.738 0.037
H 2.210 -3.362 4.650 0.035
H 2.828 -1.728 4.467 0.044
Se 1.367 2.647 -1.917 0.566
C 2.191 3.478 -0.545 -0.879
N 2.726 3.927 0.374 0.081
```

As for the electronic energy: -7673.79470 Ha. The energy above the lowest of the compared OMol25 structures with the same formula, charge and spin is 0.0 kJ/mol. Its HOMO energy is -10.26 eV. Its spin multiplicity is 1. Its net charge is +1.



> Among the records above, which one has the lowest net charge?

C32H37N5O5RuSSi